Here is a structure of composition C4H10Cl from OMol25. Energies are from wB97M-V/def2-TZVPD.

Each line ends with the Mulliken spin population.
Cartesian coordinates (Å):
H: -0.6726 2.0353 1.0171  0.000
H: 0.8548 1.8249 -0.8734  0.000
H: 0.8586 -1.9839 0.2186  0.024
H: -0.8194 -1.7229 0.9101  0.024
Cl: 1.8955 -2.2285 -0.8995  0.604
C: 0.5508 0.7843 -0.9872  0.014
H: -1.8414 0.9732 0.1621  -0.002
C: 0.1583 0.1926 0.3597  -0.017
H: 0.9847 0.2232 1.0748  0.014
H: -1.3880 0.6554 1.8844  0.000
H: 1.3977 0.2341 -1.3943  0.000
C: -1.0314 1.0034 0.9037  0.031
H: -0.5141 -1.4443 -0.8695  -0.007
H: -0.3055 0.7525 -1.6637  -0.003
C: -0.1280 -1.2993 0.1572  0.319

Cartesian forces, eV/Å:
-0.3357 -0.1564 -0.0296
-0.0277 0.0855 -0.0489
-0.8280 0.4943 0.5912
0.4353 -0.0844 -0.2295
1.8713 -0.9204 -1.0230
0.5547 0.2720 0.3645
0.0349 0.1064 0.3371
0.0835 -0.5753 -0.0152
0.0825 0.4309 -0.0263
0.0313 0.0240 -0.3498
-0.1694 0.1238 -0.2522
0.3459 -0.3183 0.0917
-0.0746 -0.2355 0.7392
0.0928 -0.0879 -0.0922
-2.0969 0.8414 -0.0571

Properties
Expectation value of S²: 0.754
Charge: 0
ΔE to the lowest compared entry with this formula, charge and spin, kcal/mol: 20.2
LUMO energy (alpha / beta), Ha: 0.03945 / -0.07367
Spin multiplicity: 2
E_HOMO (alpha / beta), eV: -9.5 / -10.9
Kohn-Sham gap (alpha / beta), Ha: 0.3898 / 0.3266